# 1
Entry from the OMol25 dataset: a 3-piece molecular cluster, C22H33ClF4NO9 overall (ωB97M-V/def2-TZVPD).

## Properties
relative energy (zero: lowest compared OMol25 entry of this formula, charge and spin)	0.0000	eV
net charge	+1
E_HOMO	-12.025	eV

The geometry in XYZ format:
```
70
C22H33ClF4NO9 (ωB97M-V/def2-TZVPD)
C 7.492 1.833 2.817
C 7.485 2.119 1.323
O 6.685 3.259 1.006
C 5.330 2.949 0.852
C 4.504 4.188 1.169
C 4.155 4.332 2.647
C 3.084 3.342 3.115
C 1.665 3.861 2.745
C 0.797 2.795 2.138
C 1.115 2.328 0.877
N 0.373 1.376 0.295
C -0.709 0.804 0.845
C -1.416 -0.197 -0.010
C -1.095 1.217 2.132
C -2.358 0.582 2.713
F -2.257 -0.769 2.667
F -2.563 0.910 3.985
C -3.646 0.975 1.914
F -3.462 2.202 1.367
F -4.691 1.004 2.737
C -0.327 2.213 2.760
C -0.652 2.709 4.145
O -0.527 2.056 5.104
O -1.072 4.007 4.137
Cl -0.634 4.841 5.539
H 7.574 2.753 3.383
H 8.309 1.154 3.036
H 6.567 1.340 3.112
H 8.497 2.360 1.018
H 7.121 1.251 0.777
H 5.104 2.626 -0.171
H 5.023 2.135 1.515
H 5.136 5.036 0.914
H 3.619 4.274 0.539
H 3.794 5.348 2.794
H 5.046 4.234 3.261
H 3.246 2.364 2.674
H 3.124 3.286 4.198
H 1.769 4.643 1.996
H 1.194 4.333 3.589
H 1.961 2.711 0.331
H 0.643 1.073 -0.632
H -0.796 -0.428 -0.872
H -1.615 -1.129 0.495
H -2.315 0.264 -0.410
H -3.848 0.247 1.133
C -3.852 -3.601 -1.618
O -4.784 -3.159 -2.608
C -4.945 -1.841 -2.682
O -4.382 -1.020 -1.997
O -5.828 -1.585 -3.635
C -6.115 -0.196 -3.838
H -3.829 -4.684 -1.682
H -2.857 -3.208 -1.827
H -4.179 -3.302 -0.624
H -5.217 0.341 -4.134
H -6.538 0.242 -2.937
H -6.845 -0.151 -4.640
C -0.824 -8.690 -4.640
O -1.590 -7.627 -4.064
C -2.251 -6.887 -4.954
O -2.245 -7.040 -6.145
O -2.922 -5.942 -4.290
C -3.687 -5.068 -5.126
H -0.345 -9.204 -3.812
H -1.471 -9.383 -5.172
H -0.066 -8.295 -5.313
H -4.443 -5.621 -5.679
H -3.039 -4.530 -5.817
H -4.175 -4.359 -4.466
```

---

# 2
Entry from the OMol25 dataset: one molecule with the formula CH2O4S (ωB97M-V/def2-TZVPD).

## Properties
relative energy (zero: lowest compared OMol25 entry of this formula, charge and spin)	0.8094	eV
E_HOMO	-10.902	eV

The geometry in XYZ format:
```
8
CH2O4S (ωB97M-V/def2-TZVPD)
C 1.401 -0.523 0.189
O 1.049 -1.683 -0.007
O -1.570 -0.588 0.835
O 0.579 0.407 0.007
O -1.564 1.106 -0.949
S -0.956 -0.345 -0.444
H 2.333 -0.086 0.636
H -1.273 1.711 -0.266
```

---

# 3
Entry from the OMol25 dataset: CH3Br2P as an isolated structure (ωB97M-V/def2-TZVPD).

## Properties
relative energy (zero: lowest compared OMol25 entry of this formula, charge and spin)	3.7580	eV
E_HOMO	-9.682	eV

The geometry in XYZ format:
```
7
CH3Br2P (ωB97M-V/def2-TZVPD)
C 0.363 -0.360 -0.494
P -1.237 -0.302 0.288
Br 1.511 -1.770 0.050
Br 1.730 1.547 0.445
H 0.216 -0.482 -1.615
H -1.586 1.084 -0.162
H -0.996 0.284 1.488
```

---

# 4
Entry from the OMol25 dataset: C51H74N7O5RbS as an isolated structure (ωB97M-V/def2-TZVPD).

## Properties
net charge	-2
E_HOMO	-1.706	eV

The geometry in XYZ format:
```
139
C51H74N7O5RbS (ωB97M-V/def2-TZVPD)
Rb -0.423 -0.041 1.207
C -4.211 -0.676 0.138
N -3.394 -1.758 0.657
C -3.983 -2.362 1.833
C -3.124 -2.769 -0.351
C -2.256 -2.293 -1.507
N -0.967 -1.819 -1.071
C -0.167 -2.926 -0.483
C 1.336 -2.900 -0.655
C 1.910 -3.723 -1.618
C 3.283 -3.821 -1.802
C 4.078 -3.049 -0.946
C 3.573 -2.219 0.040
C 2.145 -2.122 0.229
O 1.614 -1.396 1.143
C 4.499 -1.391 0.937
C 4.189 0.103 0.756
C 5.982 -1.598 0.612
C 4.289 -1.780 2.409
C 3.939 -4.730 -2.839
C 4.815 -3.901 -3.792
C 2.908 -5.480 -3.682
C 4.824 -5.772 -2.137
C -0.242 -1.066 -2.110
C -1.052 -0.049 -2.883
C -1.108 -0.149 -4.261
C -1.751 0.793 -5.067
C -2.338 1.873 -4.405
C -2.320 2.032 -3.022
C -1.692 1.038 -2.197
O -1.698 1.100 -0.922
C -2.937 3.261 -2.345
C -1.850 3.997 -1.539
C -3.533 4.253 -3.346
C -4.061 2.833 -1.386
C -1.781 0.618 -6.585
C -2.509 -0.685 -6.950
C -2.502 1.772 -7.283
C -0.349 0.555 -7.143
H -5.175 -1.042 -0.265
H -4.426 0.034 0.940
H -3.670 -0.134 -0.638
H -4.905 -2.930 1.599
H -3.266 -3.039 2.303
H -4.229 -1.588 2.561
H -2.634 -3.610 0.147
H -4.072 -3.158 -0.772
H -2.165 -3.143 -2.213
H -2.759 -1.491 -2.045
H -0.385 -2.964 0.591
H -0.511 -3.873 -0.925
H 1.236 -4.298 -2.247
H 5.153 -3.106 -1.071
H 4.385 0.411 -0.276
H 3.145 0.305 0.983
H 4.814 0.711 1.422
H 6.218 -1.299 -0.414
H 6.581 -0.981 1.289
H 6.286 -2.640 0.750
H 3.246 -1.637 2.688
H 4.553 -2.832 2.564
H 4.923 -1.166 3.060
H 4.202 -3.173 -4.331
H 5.580 -3.349 -3.242
H 5.316 -4.546 -4.523
H 2.252 -4.787 -4.215
H 3.422 -6.102 -4.423
H 2.287 -6.132 -3.063
H 5.616 -5.288 -1.560
H 4.225 -6.370 -1.445
H 5.293 -6.445 -2.866
H 0.582 -0.558 -1.600
H 0.208 -1.755 -2.840
H -0.612 -1.002 -4.722
H -2.832 2.629 -5.001
H -1.047 4.332 -2.203
H -2.274 4.876 -1.034
H -1.417 3.329 -0.793
H -2.778 4.627 -4.043
H -4.349 3.809 -3.924
H -3.937 5.109 -2.796
H -3.673 2.109 -0.669
H -4.448 3.702 -0.839
H -4.887 2.378 -1.944
H -3.542 -0.652 -6.593
H -2.518 -0.842 -8.037
H -2.022 -1.544 -6.483
H -3.544 1.845 -6.963
H -2.013 2.727 -7.075
H -2.489 1.611 -8.365
H 0.206 -0.282 -6.714
H -0.359 0.438 -8.233
H 0.190 1.473 -6.894
C 3.585 5.077 0.771
N 2.273 5.179 1.364
C 1.827 6.191 2.194
C 0.577 5.888 2.557
N 0.235 4.683 1.944
C 1.310 4.213 1.196
S 1.536 2.859 0.272
C -1.016 4.038 2.164
C -2.071 4.750 2.733
C -3.251 4.072 2.976
C -3.348 2.731 2.642
C -2.242 2.136 2.065
N -1.105 2.777 1.827
H 4.149 5.972 1.034
H 3.504 4.986 -0.312
H 4.100 4.188 1.136
H 2.448 7.025 2.470
H -0.078 6.406 3.230
H -1.991 5.796 2.984
H -4.088 4.594 3.423
H -4.254 2.163 2.816
H -2.274 1.099 1.763
C 1.663 -2.072 5.249
C 0.370 -2.107 6.061
C -0.301 -0.737 6.178
C -1.582 -0.869 7.037
C -2.478 0.369 7.065
C 0.624 0.223 6.904
O 1.191 -0.077 7.946
N 0.736 1.454 6.353
C 0.134 1.898 5.132
O 0.295 3.089 4.879
N -0.530 1.009 4.384
C -0.723 -0.261 4.778
O -1.305 -1.082 4.063
H 2.108 -3.068 5.186
H 2.400 -1.407 5.707
H 1.474 -1.732 4.227
H 0.558 -2.486 7.069
H -0.347 -2.763 5.568
H -1.266 -1.126 8.050
H -2.143 -1.715 6.634
H -1.943 1.242 7.447
H -3.342 0.196 7.711
H -2.840 0.615 6.065
H 1.306 2.135 6.828
```